[1]
{"formula": "C4H20O7", "method": "the ωB97M-V functional and the def2-TZVPD basis", "species": ["C", "C", "C", "O", "C", "O", "H", "H", "H", "H", "H", "H", "H", "H", "H", "H", "H", "H", "O", "H", "H", "O", "H", "H", "O", "H", "H", "O", "H", "H", "O"], "positions_angstrom": [[-0.739533, -1.093281, -0.134311], [0.577242, -1.868607, -0.249349], [1.293391, -1.678523, -1.500318], [2.617962, -1.027490, -1.178782], [-1.401981, -1.513836, 1.192500], [-1.410530, -0.384705, 2.077273], [-1.347786, -1.306604, -0.989886], [-0.652379, -0.019079, -0.244395], [0.321746, -2.926812, -0.006687], [1.289783, -1.627736, 0.572023], [0.853283, -0.820986, -2.169856], [1.634705, -2.642359, -2.051479], [2.653846, -0.314772, -1.776375], [-0.847018, -2.393234, 1.735706], [-2.509079, -1.730697, 1.054883], [-2.150794, 0.241328, 1.690013], [-3.650560, 1.428455, -0.061589], [-2.222647, 1.539307, 0.298786], [-2.985959, 0.866013, 0.283800], [3.662288, 0.525311, 1.235508], [2.956089, 0.203962, -0.046411], [3.145846, 0.880560, 0.565909], [-1.958424, 0.743959, -2.460611], [-0.526788, 1.278271, -2.607800], [-0.881468, 0.490844, -2.575903], [-0.282415, 2.559419, 0.834204], [-0.310644, 1.887935, -0.384180], [-0.869553, 2.496500, -0.019482], [1.480491, 1.544754, 1.128402], [0.358251, 0.642615, 1.865598], [0.742872, 1.442334, 1.663813]], "atomic_forces_ev_per_a": [[0.8, 0.3, -1.1], [-0.6, -1.4, 3.0], [2.9, 1.8, -3.2], [-1.3, -1.8, 0.8], [-0.7, -1.0, 3.2], [-0.9, -0.6, -1.6], [-0.8, -0.5, -0.1], [0.3, 0.0, 0.5], [0.2, 0.5, -0.7], [-0.5, 0.2, -0.4], [0.0, -2.5, 0.8], [-1.3, 1.6, 0.8], [0.6, 1.2, -1.4], [-1.1, 1.9, -1.1], [1.0, 0.0, -0.3], [0.5, -0.5, 0.2], [-1.7, 0.6, -0.3], [-0.3, -0.5, -0.4], [2.4, 0.1, 0.9], [1.6, -1.0, 1.9], [-0.2, -1.8, -1.0], [-1.2, 3.0, -0.5], [4.5, -1.2, -0.6], [3.1, 6.8, -0.6], [-7.6, -5.2, 0.9], [-1.7, 0.2, -1.2], [2.1, -2.6, -2.4], [-0.9, 2.6, 3.4], [3.0, -1.1, -1.4], [-0.2, -2.8, 0.3], [-2.1, 3.8, 1.8]], "mulliken_charge": [0.523, -0.653, -0.384, -0.674, -0.394, -0.251, 0.431, -0.274, 0.414, 0.346, 0.145, 0.234, 0.306, 0.409, 0.291, 0.451, 0.339, 0.347, -0.714, 0.334, 0.436, -0.700, 0.348, 0.264, -0.624, 0.554, 0.198, -0.720, 0.424, 0.240, -0.642], "gap_ha": [0.4257, 0.1857], "spin_multiplicity": 2, "charge": 1, "energy_ha": -690.62353}



[2]
{"formula": "C4H6EuO2", "method": "the ωB97M-V functional and the def2-TZVPD basis", "species": ["C", "O", "H", "H", "C", "C", "H", "H", "H", "C", "O", "Eu", "H"], "positions_angstrom": [[0.609119, -0.455523, 0.297343], [1.928580, -0.359190, 0.756522], [0.556455, -1.554080, 0.264869], [2.387499, 0.320101, 0.251301], [0.061384, -0.442470, -1.589173], [-1.232454, -0.296701, -0.939966], [0.673385, 0.422294, -1.893533], [0.291755, -1.326369, -2.199110], [-1.957794, 0.397750, -1.393543], [-0.740943, 0.221273, 0.403879], [-0.307265, 0.367094, 1.743801], [-0.870226, 1.578974, 3.884325], [-1.399496, 1.126848, 0.413287]], "atomic_forces_ev_per_a": [[1.9, -2.8, -6.1], [-0.7, 1.5, -0.3], [-1.5, 0.5, 0.7], [0.1, 0.2, 0.1], [2.5, -0.8, 1.4], [-0.5, 0.8, 0.1], [-0.8, -0.1, -0.1], [-0.3, 0.3, 0.1], [-0.4, -1.0, 0.2], [1.2, 0.7, 1.0], [-3.1, 0.9, 6.3], [0.6, -1.3, -2.2], [1.0, 1.0, -1.0]], "mulliken_charge": [-0.355, -0.490, 0.263, 0.344, -0.547, -0.360, 0.272, 0.306, 0.281, 0.251, -0.514, 1.441, 0.108], "gap_ha": [0.1459, 0.1745], "spin_multiplicity": 7, "charge": 1, "energy_ha": -1016.09618}